141
Properties=species:S:1:pos:R:3:forces:R:3 method="wB97M-V/def2-TZVPD" homo_lumo_gap_ev=7.1 lumo_energy_ha=-0.158 e_tot_ev=-117786.276 charge=+1 multiplicity=1
C 2.629278 1.544020 3.434714 -7.899 4.685 -1.600
C 1.525083 2.378619 3.228256 6.649 -5.606 1.184
C 0.205440 3.355376 3.115722 2.547 0.507 0.789
C 0.742806 4.848026 3.611596 -1.256 -0.253 0.453
C 1.700801 5.617673 2.530256 1.247 0.135 3.097
N 3.128278 5.163566 2.456958 2.022 -1.371 6.131
C 3.738932 4.910487 3.636623 0.807 0.927 4.526
O 4.311349 4.803561 4.866903 -4.680 0.655 -10.970
C 1.795310 7.159848 3.182391 0.104 3.847 1.785
F 0.689532 8.056463 2.797100 3.449 -3.133 0.944
F 1.737273 7.122072 4.695529 0.282 -0.246 -5.165
F 3.058685 7.870178 2.890368 -4.308 -2.512 0.687
N 1.158499 5.621067 1.097324 -2.265 -0.055 1.129
B 2.010254 6.402176 0.113171 2.367 4.678 -3.416
O 1.520747 7.764167 -0.315702 -0.694 -4.362 0.721
N 3.357451 6.041326 -0.472117 -1.201 1.240 -0.233
C 4.433998 7.061649 -0.185849 2.227 0.384 -0.379
C 3.136642 6.104091 -1.997708 -1.421 -0.437 -0.476
C 0.638734 4.266972 0.578518 -1.871 -2.870 -1.864
C 1.794139 3.312735 -0.028865 2.090 0.719 -1.256
C 1.748918 1.721169 -0.043756 1.766 -1.972 0.936
C 3.319516 1.156221 0.153764 -0.203 0.376 -0.510
Cl 1.284813 0.903055 -1.684293 0.077 1.104 1.566
C -0.360754 4.560683 -0.742623 -4.462 4.842 -2.384
O -1.030951 5.684738 -0.994612 4.810 -5.691 2.586
N -0.680016 3.465246 -1.783723 1.716 2.862 -0.328
C -0.176778 3.827597 -3.155403 0.639 -6.239 -5.999
O 0.015362 2.793559 -4.021836 -1.399 7.969 6.245
F 0.078767 5.175553 -3.705259 -0.818 -3.723 2.719
C -0.440195 3.547697 1.644553 -1.457 -0.855 1.311
O -1.103179 2.362291 1.051825 2.073 0.264 1.153
C -1.473466 1.343492 2.017209 -1.245 -2.913 0.234
C -2.440871 0.248668 1.202495 -0.242 0.136 -0.434
C -3.766399 -0.084255 2.113259 0.759 0.712 0.159
C -1.588898 -1.103375 0.757886 -0.055 -0.847 -0.474
C -2.199897 -2.485096 1.408448 -0.188 0.314 -0.638
C -1.611158 -1.311341 -0.886819 -0.336 0.010 0.526
P -2.024375 4.674788 1.920641 -0.441 1.767 0.280
C -2.867906 4.294674 3.595150 -0.804 0.098 1.198
C -3.400794 4.281884 0.657628 -1.875 -0.098 -1.111
C -4.921864 4.311211 1.352991 -0.207 -0.685 -1.034
H 3.350428 0.595370 3.509112 -1.926 2.805 -0.156
H -0.503574 3.003464 3.980011 1.138 0.538 -2.151
H 1.224317 4.635036 4.665142 -0.298 0.794 -2.412
H -0.149493 5.603437 3.854778 1.722 -1.810 -0.813
H 0.260494 6.189869 1.179065 0.525 -0.463 -0.004
H 0.600169 7.694965 -0.702281 1.029 0.393 0.863
H 5.454355 6.585571 -0.583436 -2.178 0.986 0.892
H 4.617149 7.289808 0.949038 -0.693 -0.436 -2.235
H 4.300657 8.052776 -0.837936 0.020 -1.962 1.718
H 3.023059 7.207155 -2.393367 0.386 -2.146 0.822
H 3.944486 5.509122 -2.603121 -1.483 1.148 1.414
H 2.078944 5.591852 -2.166160 2.144 0.915 -0.168
H 1.923849 3.652577 -1.171762 -0.243 -0.815 2.469
H 2.867604 3.587680 0.425298 -2.688 -0.359 -0.697
H 1.146210 1.148265 0.769848 0.736 1.621 -1.602
H 3.886970 1.302268 -0.861695 -1.111 -0.355 1.946
H 3.911089 1.753017 0.967403 -1.298 -1.163 -1.338
H 3.275927 0.015250 0.411834 0.108 2.255 -0.526
H -1.716530 3.270020 -1.798792 1.413 0.344 -0.062
H -2.110220 1.694013 2.933687 1.266 -0.021 -1.791
H -0.572543 0.694516 2.444158 -1.498 1.749 -0.963
H -2.848052 0.760522 0.205539 1.067 -0.899 2.094
H -4.257299 0.962524 2.400839 0.826 -2.319 -0.622
H -4.539480 -0.765014 1.547103 1.623 1.424 1.261
H -3.386027 -0.590369 3.099481 -1.078 0.876 -1.817
H -0.461579 -1.036247 1.094926 -2.174 0.122 -0.572
H -1.525304 -3.374169 1.051847 -1.212 1.690 0.958
H -3.274607 -2.663672 0.939064 2.176 0.352 1.122
H -2.289134 -2.431192 2.579905 0.294 -0.291 -2.384
H -2.659778 -1.771959 -1.161724 2.007 1.050 0.394
H -1.478377 -0.265491 -1.404066 -0.166 -2.176 0.831
H -0.791568 -2.080746 -1.258887 -1.624 1.751 0.876
H -3.650900 5.177465 3.776389 1.860 -1.864 -0.543
H -3.503324 3.306412 3.599037 1.483 1.829 0.208
H -2.112742 4.373479 4.510310 -1.645 -0.377 -2.017
H -3.451943 5.117754 -0.192939 0.549 -1.719 2.039
H -3.330879 3.259951 0.107756 0.142 1.638 1.116
H -5.185167 3.257612 1.845159 0.701 2.494 -0.812
H -5.666673 4.407020 0.427436 1.556 -0.037 2.151
H -5.073259 5.210704 2.085270 0.234 -1.859 -1.486
C 3.293751 -7.075886 -0.103222 -0.183 0.002 -0.255
C 2.669443 -7.158615 1.279311 0.585 -0.451 -0.267
O 1.517498 -6.310548 1.371533 -1.135 -0.191 -0.164
C 0.388369 -6.788315 0.793191 0.299 -0.622 -0.472
O 0.271970 -7.860885 0.219189 0.087 1.646 0.953
O -0.585947 -5.855593 0.935974 0.743 -0.544 0.082
C -1.807276 -6.192021 0.281530 -0.539 -0.136 -0.234
H 3.506937 -6.035423 -0.367740 0.098 -0.108 0.144
H 4.223165 -7.651236 -0.143191 -0.103 0.097 0.034
H 2.616122 -7.465343 -0.869166 0.095 -0.056 0.186
H 3.387180 -6.800422 2.022280 -0.347 0.173 0.010
H 2.414809 -8.190886 1.547842 -0.143 0.240 -0.149
H -2.162250 -7.182278 0.584199 0.199 0.141 -0.159
H -1.672350 -6.144563 -0.803415 -0.026 -0.179 0.159
H -2.561510 -5.454228 0.569302 0.354 -0.015 0.093
C 6.316470 -9.858041 -5.621082 0.249 0.183 -0.125
C 5.184019 -9.233656 -4.823775 -0.084 -0.515 -0.540
O 5.673007 -8.187451 -3.974630 0.072 1.145 -0.178
C 5.939357 -7.008591 -4.588649 0.051 -0.200 -0.691
O 5.793515 -6.767197 -5.777721 0.151 -0.270 1.801
O 6.424812 -6.148778 -3.658755 -0.475 -0.674 -0.517
C 6.840679 -4.894325 -4.194037 0.155 0.494 -0.149
H 7.119598 -10.188668 -4.955009 -0.198 -0.076 -0.008
H 5.956893 -10.714819 -6.198206 0.012 0.092 0.113
H 6.757611 -9.137127 -6.316213 -0.193 -0.084 0.055
H 4.740926 -9.990721 -4.171108 0.122 0.325 0.179
H 4.385014 -8.862817 -5.476921 0.268 0.117 0.115
H 6.044614 -4.428786 -4.783765 0.189 -0.211 -0.010
H 7.741969 -5.029666 -4.799778 -0.238 0.050 -0.044
H 7.081423 -4.231223 -3.358359 -0.093 -0.373 0.019
C 0.252781 1.098774 -6.554388 -0.093 -0.076 -0.353
C 0.219325 -0.014638 -5.521337 0.569 0.424 -0.105
O -0.979224 -0.791050 -5.645295 -0.178 -0.914 -0.526
C -0.996988 -1.685765 -6.663550 0.436 0.122 -0.512
O -0.093605 -1.885825 -7.461865 -1.327 0.223 1.245
O -2.204980 -2.302532 -6.662211 0.925 0.513 0.238
C -2.393886 -3.203980 -7.750711 -0.141 -0.420 -0.423
H -0.656774 1.704885 -6.496747 0.175 -0.013 0.162
H 1.121750 1.744709 -6.399156 -0.143 -0.074 0.048
H 0.301800 0.696383 -7.570855 0.099 -0.047 0.191
H 0.211967 0.422084 -4.519003 -0.301 -0.230 -0.113
H 1.106513 -0.655753 -5.587667 -0.271 -0.013 -0.165
H -1.579339 -3.932756 -7.810912 -0.069 0.275 -0.046
H -2.480865 -2.643111 -8.686350 0.170 -0.143 0.109
H -3.328568 -3.746803 -7.584178 0.154 0.289 0.208
C -6.075636 -4.495901 5.880012 -0.308 0.057 0.081
C -5.064191 -3.374747 5.712702 0.099 -0.663 0.390
O -5.662987 -2.236353 5.080085 -0.425 0.947 0.402
C -6.442054 -1.463869 5.876325 -0.228 -0.415 0.634
O -6.665180 -1.649283 7.063451 0.410 0.386 -1.804
O -6.956711 -0.462690 5.119742 0.605 -0.710 0.401
C -7.879346 0.371578 5.816783 -0.394 0.385 0.247
H -6.544659 -4.737552 4.921052 0.203 -0.024 0.052
H -5.595167 -5.394331 6.278020 -0.018 0.124 -0.079
H -6.880470 -4.206399 6.562623 0.222 -0.010 -0.012
H -4.255365 -3.711924 5.058818 -0.167 0.314 -0.124
H -4.609349 -3.093133 6.669960 -0.259 0.084 -0.152
H -7.444068 0.761016 6.742578 -0.109 -0.240 -0.114
H -8.798264 -0.184769 6.025660 0.199 0.093 0.129
H -8.126643 1.218691 5.170823 0.205 -0.307 -0.087

129
Properties=species:S:1:pos:R:3:forces:R:3 method="wB97M-V/def2-TZVPD" homo_lumo_gap_ev=7.7 lumo_energy_ha=-0.103 e_tot_ev=-92730.304 charge=+1 multiplicity=1
C -1.364671 0.142287 -3.149531 0.186 -0.683 0.491
C 0.005490 0.061170 -3.825724 -1.966 -1.382 1.955
O 0.269434 0.851369 -4.623721 1.480 2.415 -3.127
O 0.905939 -0.918681 -3.484459 -0.307 -0.273 1.016
C 1.084731 -0.908844 -2.055776 0.461 0.385 0.289
C 2.380868 -1.635463 -1.659330 -0.551 -0.148 -0.405
C 2.141362 -2.983497 -0.933835 0.186 0.796 -0.126
P 1.053450 -2.833911 0.549046 0.749 0.608 -0.405
C 1.189211 -1.148015 1.268114 0.395 -1.063 0.421
C 0.438228 -1.002676 2.613179 -1.126 -0.335 -0.526
C -0.554200 0.175168 2.651657 0.792 0.226 1.091
S -0.014476 1.714050 1.818089 -0.351 0.287 -1.105
C 1.777631 1.874156 2.050120 -0.253 -0.200 0.529
S 2.344275 2.116032 3.551293 -0.047 -0.491 -0.128
N 2.550801 1.791922 0.857675 -0.066 -0.453 1.007
C 3.830218 1.086654 1.054243 0.466 0.443 -1.035
C 5.014809 2.073382 1.108180 0.623 -0.159 0.352
O 4.700617 3.294855 1.734596 -0.288 -0.098 -0.095
C 3.712550 4.032651 1.021747 -0.399 -1.072 0.003
C 2.734743 3.100203 0.240435 -0.065 1.227 -0.284
H -1.950383 -0.772681 -3.291035 0.216 -0.005 0.116
H -1.933521 0.963634 -3.572959 0.233 0.029 -0.120
H -1.249896 0.327580 -2.076616 -0.132 -0.076 -0.098
H 0.206516 -1.313787 -1.526447 0.023 -0.117 -0.342
H 1.155442 0.146620 -1.754740 0.025 -0.182 0.126
H 3.046764 -0.962913 -1.118877 -0.136 -0.169 0.193
H 2.910376 -1.862986 -2.586287 0.008 -0.062 0.139
H 1.668350 -3.671479 -1.621252 -0.185 -0.092 0.038
H 3.115374 -3.421939 -0.710717 -0.192 0.024 0.459
H -0.267095 -3.064363 0.144487 0.193 0.220 0.455
H 1.389158 -3.787469 1.529040 -0.241 0.178 -0.248
H 2.257843 -1.024944 1.470238 -0.056 0.193 -0.461
H 0.861212 -0.456841 0.487502 0.137 0.151 0.266
H 1.088021 -0.952074 3.486818 0.269 0.039 -0.330
H -0.167759 -1.912339 2.750655 0.043 0.205 0.310
H -0.725144 0.425484 3.703050 0.015 -0.113 -0.098
H -1.537657 -0.077551 2.250479 0.215 0.196 -0.396
H 3.778771 0.418893 1.912250 0.032 0.338 0.142
H 3.986991 0.451655 0.166658 -0.019 0.075 0.160
H 5.444189 2.271169 0.113582 -0.300 -0.159 -0.030
H 5.821094 1.623886 1.696473 -0.083 0.080 -0.052
H 4.170389 4.712596 0.297165 0.038 0.023 0.177
H 3.119568 4.576049 1.750552 0.361 0.168 0.093
H 3.078201 3.046636 -0.797629 -0.136 -0.602 0.113
H 1.771002 3.620565 0.218440 0.063 -0.128 -0.131
C -2.328478 -7.129605 -2.498750 0.055 0.036 -0.023
C -2.756092 -5.689322 -2.245982 -0.071 -0.303 0.043
C -1.596227 -4.693204 -2.371382 -0.061 -0.191 0.147
C -0.547073 -4.999523 -1.387107 -1.211 0.109 -1.339
N 0.262606 -5.235743 -0.622604 0.787 -0.518 0.931
H -1.595233 -7.467713 -1.762603 0.018 0.017 -0.024
H -3.188246 -7.794136 -2.429658 -0.012 0.029 -0.039
H -1.891933 -7.242712 -3.493724 -0.001 -0.039 0.021
H -3.197960 -5.617814 -1.252680 -0.045 0.118 -0.059
H -3.532910 -5.416157 -2.960864 0.041 0.142 0.039
H -1.951934 -3.674736 -2.196588 0.095 0.019 0.018
H -1.159521 -4.730537 -3.371406 0.091 0.023 0.044
C -1.620682 3.899409 -4.236874 0.103 -0.029 -0.087
C -2.469314 4.652990 -5.254059 0.213 -0.154 0.048
C -3.484751 5.593598 -4.598080 -0.078 -0.351 -0.031
C -4.411258 4.827207 -3.746549 0.964 1.155 -0.948
N -5.126575 4.235523 -3.090449 -0.793 -0.880 0.816
H -2.234729 3.254585 -3.605558 -0.053 0.094 0.042
H -0.893874 3.263282 -4.743077 0.010 0.020 0.030
H -1.074610 4.591388 -3.591398 -0.020 -0.024 0.019
H -2.991716 3.932527 -5.887045 -0.052 0.089 -0.024
H -1.815572 5.235673 -5.905546 -0.087 0.059 -0.004
H -4.061176 6.119730 -5.359303 -0.066 0.025 0.074
H -2.977318 6.338943 -3.983970 -0.038 -0.009 0.040
C 4.932418 -6.225064 -3.920720 0.006 -0.004 0.007
C 6.308790 -5.998806 -3.304575 -0.165 -0.102 -0.261
C 6.240553 -5.407962 -1.892018 -0.016 0.178 -0.281
C 5.566853 -4.098115 -1.914198 0.880 -1.507 0.220
N 5.051362 -3.084389 -1.943960 -0.538 1.182 -0.026
H 4.387410 -5.286471 -4.040233 0.012 -0.002 0.037
H 5.027941 -6.672560 -4.909667 -0.016 -0.018 0.029
H 4.330958 -6.895614 -3.302485 -0.004 0.006 -0.025
H 6.885652 -5.335756 -3.952206 0.061 0.002 0.091
H 6.842833 -6.949259 -3.262312 0.056 0.059 0.101
H 7.244213 -5.276360 -1.487191 -0.043 0.067 0.075
H 5.691687 -6.073938 -1.224158 -0.028 0.049 0.025
C -3.670461 -9.764496 0.249479 0.050 -0.032 0.031
C -3.478416 -8.951780 1.524944 0.102 -0.190 -0.184
C -4.694037 -8.084572 1.868215 0.216 0.105 -0.249
C -4.961965 -7.114116 0.791150 0.089 -1.066 1.384
N -5.172741 -6.363274 -0.036858 -0.156 0.906 -1.035
H -3.804851 -9.119830 -0.619532 -0.069 0.017 0.023
H -2.795916 -10.387675 0.060073 -0.036 -0.020 0.010
H -4.540908 -10.418451 0.328450 0.013 0.006 -0.026
H -2.594134 -8.318453 1.417126 -0.040 0.038 0.085
H -3.285233 -9.632316 2.355961 -0.044 0.096 0.064
H -4.518081 -7.535418 2.793425 -0.091 0.049 -0.015
H -5.579220 -8.706274 2.008219 -0.039 0.050 -0.031
C -8.012301 4.934925 -1.613772 -0.101 0.097 0.019
C -8.625599 6.059164 -0.785731 0.177 -0.103 -0.207
C -9.520698 5.547068 0.347398 -0.135 0.043 -0.334
C -10.643216 4.762346 -0.195404 1.270 0.888 0.877
N -11.506552 4.154543 -0.615367 -1.123 -0.790 -0.603
H -8.780544 4.342393 -2.113799 -0.021 -0.011 0.069
H -7.362685 5.341259 -2.385849 0.044 -0.048 0.044
H -7.415813 4.267088 -0.989666 0.029 0.000 -0.058
H -9.203808 6.712501 -1.442933 -0.044 0.032 0.101
H -7.824705 6.664844 -0.355957 -0.081 0.022 0.080
H -9.924299 6.383600 0.918616 -0.060 -0.066 0.048
H -8.949530 4.916323 1.030157 -0.041 -0.037 0.000
C 3.149495 10.020180 1.529916 0.002 0.003 0.022
C 4.230395 9.040570 1.973757 -0.140 0.267 0.072
C 4.460743 7.909310 0.965944 -0.235 -0.023 0.229
C 3.229833 7.123562 0.782575 1.469 1.058 0.013
N 2.278545 6.518659 0.641972 -1.392 -0.618 -0.220
H 2.178565 9.530771 1.437199 0.030 -0.024 -0.040
H 3.040692 10.821911 2.260317 0.020 0.008 -0.035
H 3.399715 10.471013 0.567300 -0.024 0.004 0.013
H 3.954439 8.618429 2.942402 0.079 -0.069 -0.030
H 5.167664 9.581549 2.115497 0.048 -0.114 -0.026
H 5.249881 7.242819 1.318619 -0.033 -0.070 -0.067
H 4.766418 8.313298 -0.000354 -0.040 -0.040 -0.028
C 1.514698 1.762195 7.805819 0.015 0.046 -0.001
C 2.527769 0.720057 8.262288 -0.161 0.217 0.055
C 2.783532 -0.359618 7.203694 -0.246 -0.005 0.223
C 1.545119 -1.088097 6.875924 1.579 0.773 0.279
N 0.589962 -1.650554 6.622699 -1.257 -0.700 -0.435
H 0.534976 1.316645 7.625214 0.031 -0.024 -0.044
H 1.386024 2.530481 8.568302 0.024 0.003 -0.029
H 1.846070 2.249307 6.885880 -0.052 0.012 0.004
H 2.172977 0.259517 9.186515 0.086 -0.101 -0.041
H 3.474164 1.212356 8.493441 0.037 -0.101 -0.032
H 3.522718 -1.074688 7.565917 -0.026 -0.063 -0.079
H 3.169773 0.092423 6.288029 -0.019 -0.017 -0.026